[1]
{"formula": "C6H6OS", "method": "the ωB97M-V functional and the def2-TZVPD basis", "spin_multiplicity": 1, "smiles": "C#C[C@@H]1OC=C[C@@H]1S", "elements": ["S", "O", "C", "C", "C", "C", "C", "C", "H", "H", "H", "H", "H", "H"], "coordinates": [[1.489221, -1.483769, -1.025730], [-1.098052, 1.065014, -0.582136], [0.968284, -0.023010, -0.029047], [-1.221427, -1.025571, 0.740096], [-0.460933, 0.203447, 0.410701], [1.082405, 1.337772, -0.662796], [-1.984641, -1.858069, 1.161755], [-0.108440, 1.808189, -1.019358], [1.663316, -0.227568, 0.905520], [-0.416976, 0.784051, 1.385935], [-2.498744, -2.842386, 1.344873], [2.017804, 1.978926, -0.860951], [0.949018, -2.373916, -0.088704], [-0.380834, 2.656888, -1.680156]], "forces_ev_per_a": [[-1.2, -0.5, 0.5], [-1.8, -1.8, 1.2], [2.1, 0.4, 2.3], [-0.7, 0.9, -0.1], [-1.2, -1.1, 1.5], [3.3, 1.9, -1.1], [-0.1, -2.0, -0.2], [1.1, 0.9, -1.0], [-1.7, 1.1, -1.6], [0.0, -0.3, -1.2], [0.7, 1.9, -0.1], [-1.4, -1.6, 0.2], [0.6, 0.8, -1.0], [0.3, -0.6, 0.8]], "nbo_charge": [-0.037, -0.465, -0.371, -0.050, -0.003, -0.360, -0.195, 0.162, 0.244, 0.229, 0.255, 0.235, 0.141, 0.216]}

=====

[2]
{"formula": "C18H20N2O4S", "method": "the ωB97M-V functional and the def2-TZVPD basis", "spin_multiplicity": 1, "smiles": "COc1ccc(OCC(=O)N2CCN(C(=O)c3cccs3)CC2)cc1", "elements": ["S", "O", "O", "O", "O", "N", "N", "C", "C", "C", "C", "C", "C", "C", "C", "C", "C", "C", "C", "C", "C", "C", "C", "C", "C", "H", "H", "H", "H", "H", "H", "H", "H", "H", "H", "H", "H", "H", "H", "H", "H", "H", "H", "H", "H"], "coordinates": [[-4.319734, 2.227887, -0.047494], [1.162791, -2.697564, 1.974272], [5.141274, 2.753335, 0.842795], [-3.018853, 0.388794, -2.234861], [2.828577, -1.910581, -1.013177], [-2.354603, -1.053969, -0.630716], [0.269852, -1.493319, 0.299186], [1.183479, -2.343966, 0.808772], [0.050632, -1.161620, -1.090841], [-5.664506, 2.041913, 1.001523], [-2.135040, -1.382486, 0.758465], [4.585293, 1.616938, 0.330619], [4.403701, 1.354900, -1.023306], [3.818017, 0.169281, -1.424634], [2.284588, -2.857902, -0.125347], [-4.136774, 0.512377, -0.168059], [3.590729, -0.521205, 0.860549], [-5.096681, -0.142402, 0.551920], [-0.732434, -0.925151, 1.177392], [-3.121528, -0.031032, -1.096466], [4.174562, 0.664512, 1.260573], [3.405143, -0.776579, -0.493079], [-5.971084, 0.736758, 1.222938], [5.565606, 3.751873, -0.051643], [-1.351526, -1.624056, -1.505503], [-6.150955, 2.913000, 1.392862], [-5.188186, -1.213832, 0.580854], [0.120478, -0.073681, -1.208977], [-6.787672, 0.409216, 1.840691], [4.321284, 0.873428, 2.308125], [5.964673, 4.552690, 0.568976], [-0.512026, -1.252103, 2.194627], [-1.569012, -1.296362, -2.523119], [3.061004, -3.298447, 0.513363], [-0.671766, 0.167699, 1.119287], [4.732902, 4.138804, -0.648399], [-2.879309, -0.895696, 1.386455], [1.876223, -3.649879, -0.762272], [-1.416950, -2.715687, -1.445288], [-2.215829, -2.468210, 0.881310], [4.709855, 2.063152, -1.776445], [0.797605, -1.628546, -1.727422], [3.285629, -1.229536, 1.613218], [6.352656, 3.386948, -0.719737], [3.673215, -0.040324, -2.472785]], "forces_ev_per_a": [[-0.2, -0.5, 0.2], [0.2, -0.2, 0.2], [-0.1, -0.2, 0.2], [0.0, 0.3, -0.1], [0.1, 0.1, -0.1], [0.0, -0.2, -0.1], [-0.2, 0.2, 0.0], [0.2, 0.0, -0.1], [-0.2, -0.2, -0.4], [0.3, 0.1, -0.2], [0.2, 0.2, 0.5], [-0.1, -0.2, 0.1], [0.1, 0.2, 0.1], [-0.2, -0.3, 0.1], [0.1, -0.2, 0.1], [-0.4, 0.5, 0.1], [-0.1, -0.2, -0.1], [0.3, 0.1, -0.2], [-0.2, -0.2, 0.4], [0.0, -0.3, -0.1], [0.1, 0.3, -0.1], [0.1, 0.2, -0.2], [-0.1, 0.2, 0.1], [0.1, 0.1, -0.1], [0.2, 0.2, -0.4], [-0.1, 0.2, 0.1], [0.0, -0.2, 0.0], [0.0, -0.1, -0.1], [-0.2, 0.0, 0.1], [0.0, 0.0, 0.1], [0.0, 0.0, -0.1], [0.0, 0.1, -0.1], [0.0, -0.1, 0.1], [-0.2, 0.1, 0.0], [0.0, 0.0, 0.0], [0.0, 0.0, 0.0], [0.1, -0.1, -0.1], [0.1, 0.1, 0.1], [0.0, 0.0, 0.0], [0.0, 0.1, 0.1], [0.0, 0.1, 0.0], [-0.1, 0.1, 0.1], [0.0, -0.1, 0.1], [0.0, 0.0, 0.0], [0.0, 0.0, -0.1]], "nbo_charge": [0.495, -0.634, -0.493, -0.611, -0.502, -0.429, -0.437, 0.658, -0.231, -0.403, -0.227, 0.263, -0.244, -0.254, -0.163, -0.314, -0.288, -0.236, -0.238, 0.647, -0.220, 0.267, -0.262, -0.251, -0.235, 0.238, 0.229, 0.206, 0.228, 0.225, 0.200, 0.254, 0.254, 0.211, 0.196, 0.174, 0.234, 0.215, 0.193, 0.200, 0.214, 0.240, 0.237, 0.174, 0.223]}

=====

[3]
{"formula": "C6H16NO", "method": "the ωB97M-V functional and the def2-TZVPD basis", "total_charge": 1, "spin_multiplicity": 1, "elements": ["O", "N", "C", "C", "C", "C", "C", "C", "H", "H", "H", "H", "H", "H", "H", "H", "H", "H", "H", "H", "H", "H", "H", "H"], "coordinates": [[0.831485, -0.948512, -1.940898], [-0.175920, -2.946601, -4.466498], [0.661031, 0.108202, 0.832782], [-0.686262, -0.075175, 1.506300], [-0.202286, 1.725547, 3.417864], [0.296925, 0.359316, -1.671808], [-1.147184, 1.158226, 2.351213], [0.643740, 0.961726, -0.384458], [0.165133, -3.032816, -5.409193], [1.116624, -0.869400, 0.614061], [1.374955, 0.550922, 1.570115], [1.788310, -0.992657, -1.782339], [-2.155212, 0.942378, 2.731108], [0.777113, 1.831120, 2.936418], [-0.204440, -3.857877, -4.040892], [-1.330672, 1.864665, 1.515350], [1.227580, 1.883395, -0.437288], [-0.741263, -0.967753, 2.141636], [-1.421990, -0.287138, 0.712098], [0.244720, -2.224057, -3.913125], [-0.777907, 0.079065, -1.761267], [-0.592609, 2.678971, 3.759937], [0.430942, 1.061498, -2.503323], [-0.122814, 0.996955, 4.222206]], "forces_ev_per_a": [[0.4, 0.6, 0.8], [-0.8, -0.2, -0.3], [2.2, 1.6, 0.5], [-2.0, -0.5, 1.1], [-0.3, -1.0, -1.2], [-1.2, -0.7, -1.8], [-0.4, 0.1, -1.8], [1.6, -2.7, 0.8], [0.2, 0.3, 0.1], [-0.6, 0.0, -0.6], [-0.6, -0.1, -0.5], [-0.1, 0.2, -0.2], [0.4, -0.1, 0.1], [0.0, 0.4, 0.5], [0.2, 0.1, 0.3], [0.1, 0.5, 0.7], [-0.9, 0.5, 0.4], [0.7, 0.0, -0.3], [0.0, 0.2, 0.3], [0.4, -0.2, 0.0], [0.0, 0.8, 0.6], [0.2, 0.0, 0.2], [0.4, -0.2, 0.1], [0.1, 0.2, 0.2]], "nbo_charge": [-0.643, -1.099, -0.575, -0.370, -0.608, -0.260, -0.384, 0.457, 0.372, 0.321, 0.259, 0.489, 0.238, 0.186, 0.369, 0.177, 0.235, 0.249, 0.218, 0.360, 0.308, 0.244, 0.232, 0.226]}

=====

[4]
{"formula": "C5H8F3P", "method": "the ωB97M-V functional and the def2-TZVPD basis", "spin_multiplicity": 1, "smiles": "C/C(=C/CF)C(F)(F)P", "elements": ["P", "F", "F", "F", "C", "C", "C", "C", "C", "H", "H", "H", "H", "H", "H", "H", "H"], "coordinates": [[-1.920891, 0.342562, 1.460042], [-1.964443, 0.790505, -1.240056], [0.340961, 0.972450, 2.021584], [-0.724139, 2.099328, -0.018200], [-0.998838, 0.750744, -0.140613], [0.242065, -0.076041, -0.667743], [1.583681, 0.459198, 1.402706], [-0.084490, -0.909071, -1.968394], [1.328289, -0.129057, 0.036312], [2.080779, -0.247753, 2.162448], [2.132473, -0.626160, -0.333472], [-0.933029, -0.653719, 1.932949], [-1.204451, -1.116856, -1.940894], [2.166750, 1.310203, 1.305217], [-2.681461, -0.680348, 0.802267], [0.184514, -0.430133, -2.956873], [0.452231, -1.855853, -1.857278]], "forces_ev_per_a": [[0.4, -2.1, -0.5], [1.1, -0.4, 1.7], [2.9, -0.4, -0.4], [0.7, -0.4, -0.3], [-0.7, 0.6, -1.9], [-3.7, 0.5, -1.4], [-1.9, -1.2, 1.2], [-0.4, 0.5, 0.7], [-0.6, 1.1, 2.5], [-1.0, 0.9, -1.3], [2.4, -1.6, -1.0], [-1.4, 0.6, -0.4], [1.6, 0.2, -0.3], [1.3, 1.7, 0.0], [-0.1, 0.3, 0.2], [-0.3, -0.3, 1.3], [-0.1, 0.1, -0.3]], "nbo_charge": [0.338, -0.396, -0.396, -0.360, 0.444, -0.019, 0.031, -0.642, -0.242, 0.196, 0.211, -0.010, 0.247, 0.192, -0.043, 0.235, 0.215]}

=====

[5]
{"formula": "C44H33ClN5O10RbS", "method": "the ωB97M-V functional and the def2-TZVPD basis", "total_charge": -2, "spin_multiplicity": 1, "elements": ["Rb", "Cl", "S", "O", "O", "O", "O", "O", "O", "O", "O", "O", "O", "N", "N", "N", "N", "N", "C", "C", "C", "C", "C", "C", "C", "C", "C", "C", "C", "C", "C", "C", "C", "C", "C", "C", "C", "C", "C", "C", "C", "C", "C", "C", "C", "C", "C", "C", "C", "C", "C", "C", "C", "C", "C", "C", "C", "C", "C", "C", "C", "C", "H", "H", "H", "H", "H", "H", "H", "H", "H", "H", "H", "H", "H", "H", "H", "H", "H", "H", "H", "H", "H", "H", "H", "H", "H", "H", "H", "H", "H", "H", "H", "H", "H"], "coordinates": [[0.553880, -0.303593, -0.273876], [-0.467890, -6.131449, -4.437656], [-6.754358, 6.033973, 1.661382], [-0.842640, -0.584950, 2.493910], [-2.720324, -1.169301, -6.904995], [-3.651110, 0.752816, -0.061646], [-1.978151, -0.756072, -0.034483], [4.755920, -7.213630, 1.400592], [3.534884, -0.941418, -3.052131], [6.300665, -6.641579, 0.044093], [1.526889, -0.021778, -2.594133], [-4.721667, -1.808611, -6.473087], [-8.115788, 6.124910, 3.845480], [-3.637669, -1.365915, -6.131496], [1.515320, 2.100638, 1.107541], [1.657900, -3.040068, 1.138450], [3.368833, -1.140278, 0.355751], [5.285354, -6.404303, 0.665690], [-3.088346, -0.382099, -2.061858], [-5.973671, 5.173253, 4.268220], [1.429757, 3.406263, 0.450694], [3.821403, -2.402048, 0.387211], [-5.066482, 5.551199, 1.403762], [-7.041204, 5.791659, 3.403716], [2.990797, 4.268719, 2.117664], [5.450250, -0.454172, -0.612272], [-4.045928, 6.477199, 1.591830], [-2.208602, -0.548867, -4.304191], [5.107102, -2.748229, -0.037672], [5.526562, -4.105346, 0.060425], [2.911827, -3.436897, 0.854094], [-4.751036, 4.253888, 1.003044], [1.785198, 0.828747, 3.121212], [-3.433848, 3.873855, 0.818228], [0.329234, -4.630999, -4.010492], [4.146870, -0.208373, -0.138231], [0.491353, 0.784529, 3.941682], [-4.328614, -0.818591, -2.520612], [0.414553, -4.261050, -2.680540], [1.502320, -2.658217, -4.666434], [2.581142, 3.208006, 2.974761], [0.064446, 3.954171, 0.671953], [-2.401099, 4.801264, 1.017505], [1.959018, 2.120196, 2.351818], [1.040276, -3.066010, -2.356944], [0.785653, -3.931932, 1.537971], [5.935044, -1.728097, -0.549622], [3.334275, -4.780772, 0.951774], [-2.035935, -0.238390, -2.965036], [-3.446621, -1.013298, -4.717787], [2.293890, -0.941077, -2.969417], [2.365802, -5.719999, 1.364468], [0.861704, -3.839063, -5.012405], [-1.043136, 4.407138, 0.821453], [1.098265, -5.292553, 1.662431], [2.527679, 4.357068, 0.851560], [-2.727365, 6.105378, 1.403049], [-2.898271, -0.087304, -0.573836], [-0.777019, 0.695300, 3.111166], [4.694547, -5.055392, 0.549033], [-4.518036, -1.153656, -3.850007], [1.596101, -2.251670, -3.339241], [-0.012161, -4.891839, -1.911615], [2.987847, 3.103561, 3.972723], [3.725032, 0.792701, -0.170136], [-1.066144, 0.130898, -2.648865], [-5.206772, 4.645688, 3.712132], [-5.540435, 3.529538, 0.843856], [-1.929524, 6.820207, 1.556778], [-0.781977, 1.486206, 2.353335], [-4.290493, 7.488121, 1.895197], [6.021830, 0.356337, -1.040202], [6.927743, -1.977175, -0.905425], [6.526078, -4.383250, -0.239782], [2.879007, 5.102728, 0.148963], [2.631483, 0.699396, 3.804234], [-6.470090, 4.503884, 4.969330], [2.619918, -6.762549, 1.441889], [-5.149114, -0.889873, -1.818281], [3.743387, 4.976165, 2.460151], [1.937899, -2.039062, -5.441212], [0.435880, 1.678746, 4.571196], [-1.653720, 0.839062, 3.758383], [1.097582, -2.781529, -1.312309], [-5.467373, -1.510730, -4.218288], [-1.412144, -0.532899, 1.699413], [-0.210492, -3.560801, 1.760252], [-1.401004, -0.441728, -5.012313], [0.339860, -5.995417, 1.979750], [0.775105, -4.146577, -6.046049], [0.515138, -0.083756, 4.610036], [-3.208819, 2.855944, 0.520510], [-5.502265, 5.975101, 4.839545], [1.798099, -0.014888, 2.428587], [1.470733, 3.234668, -0.635292]], "forces_ev_per_a": [[0.3, 0.3, 1.0], [0.0, 0.0, 0.0], [0.0, 0.0, 0.0], [0.0, 0.0, 0.0], [0.1, -0.1, 0.0], [0.0, -0.1, 0.0], [-0.5, 0.0, 0.2], [-0.2, -0.1, 0.2], [-0.1, 0.0, 0.0], [0.2, 0.0, -0.2], [0.3, 0.0, -0.7], [0.0, -0.1, 0.0], [0.1, 0.0, 0.0], [-0.1, 0.3, 0.0], [0.2, -0.1, -0.1], [0.0, 0.0, 0.0], [-0.1, 0.0, -0.1], [-0.1, 0.3, 0.0], [0.0, 0.0, 0.1], [0.0, 0.1, 0.1], [-0.1, -0.2, -0.3], [0.0, 0.0, 0.0], [0.0, -0.1, 0.0], [-0.1, -0.1, 0.0], [0.0, 0.0, 0.0], [0.0, -0.1, 0.0], [0.0, 0.1, 0.0], [-0.1, 0.0, 0.1], [0.1, -0.1, 0.0], [-0.2, 0.1, 0.1], [0.0, 0.0, 0.0], [-0.1, 0.0, 0.0], [0.1, -0.1, 0.0], [0.0, 0.1, 0.0], [0.0, 0.0, 0.0], [0.1, 0.2, -0.1], [-0.1, 0.0, 0.0], [0.0, 0.0, 0.0], [0.0, 0.0, 0.0], [0.0, 0.0, 0.0], [0.0, 0.0, 0.0], [0.0, 0.4, 0.1], [-0.1, 0.0, 0.0], [-0.1, 0.0, 0.1], [0.0, 0.0, 0.0], [-0.1, 0.0, 0.0], [0.0, 0.1, 0.0], [0.0, 0.1, -0.1], [0.0, 0.0, 0.0], [0.0, -0.1, -0.2], [0.1, -0.1, -0.1], [0.0, 0.0, 0.0], [0.0, 0.0, 0.0], [0.0, -0.2, 0.0], [0.0, 0.0, 0.0], [0.0, 0.1, 0.1], [0.0, 0.0, 0.0], [-0.2, 0.1, -0.1], [0.0, 0.0, -0.1], [0.2, -0.2, 0.0], [0.1, 0.1, 0.1], [0.0, 0.0, 0.0], [0.0, 0.0, 0.0], [0.0, 0.0, 0.0], [0.0, 0.0, 0.0], [0.0, -0.1, 0.0], [0.0, 0.0, 0.0], [0.0, 0.0, 0.0], [0.0, 0.0, 0.0], [0.0, 0.0, 0.0], [0.0, 0.0, 0.0], [0.0, 0.0, 0.0], [0.0, 0.0, 0.0], [0.0, 0.0, 0.0], [0.0, 0.0, 0.0], [0.0, 0.0, 0.0], [0.0, 0.0, 0.0], [0.0, 0.0, 0.0], [0.0, 0.0, 0.0], [0.0, 0.0, 0.0], [0.0, 0.0, 0.0], [0.0, 0.0, 0.0], [0.0, 0.0, 0.0], [0.0, -0.1, -0.1], [0.0, 0.0, 0.0], [-0.1, -0.1, 0.1], [0.0, 0.0, 0.0], [0.0, 0.0, 0.0], [0.0, 0.0, 0.0], [0.0, 0.0, 0.0], [0.0, 0.0, 0.0], [0.0, 0.0, 0.0], [0.0, 0.0, 0.0], [0.0, 0.0, 0.0], [0.0, 0.0, 0.1]], "lowdin_charge": [0.992, 0.606, 1.011, -0.138, 0.057, 0.003, -0.205, 0.059, -0.009, 0.057, -0.218, 0.042, -0.033, -0.359, -0.012, 0.116, 0.103, -0.347, -0.101, -0.043, -0.384, -0.146, -0.581, -0.754, -0.176, -0.026, -0.117, 0.019, -0.131, 0.070, -0.141, -0.089, -0.159, 0.003, -0.672, -0.094, -0.179, -0.010, -0.099, -0.023, -0.115, 0.078, -0.222, -0.394, -0.031, -0.107, -0.005, -0.064, 0.008, -0.159, -0.711, -0.003, -0.113, 0.026, -0.041, -0.115, -0.034, -0.653, -0.269, -0.074, -0.005, -0.125, 0.101, 0.065, 0.118, 0.091, 0.065, 0.112, 0.113, 0.108, 0.099, 0.112, 0.115, 0.126, 0.070, 0.103, 0.086, 0.097, 0.118, 0.080, 0.120, 0.109, 0.110, 0.061, 0.110, 0.013, 0.121, 0.120, 0.103, 0.098, 0.106, 0.094, 0.092, 0.073, 0.126]}

=====

Calculated frontier orbital gap in order - 9.62, 8.71, 4.17, 10.41, 3.88 eV
Calculated electronic energy in order - -705.5158, -1506.5682, -367.8154, -836.1723, -3605.1179 hartree